80
Properties=species:S:1:pos:R:3:forces:R:3:mulliken_charge:R:1 method="wB97M-V/def2-TZVPD" charge=+1 multiplicity=3 orbital_gap_ev="8.07 / 7.23" s_squared=2.007 e_lumo_ev="-2.0 / -3.3" e_homo_ha="-0.37136 / -0.38700"
Pd -0.47817 -0.33649 -0.53574 0.28 0.05 -0.98 -0.03
C 1.66847 0.05204 -4.79063 1.92 0.25 0.13 -1.03
N 0.72407 -1.00585 -4.60574 -1.15 0.55 -0.41 0.18
C 0.70062 -2.06117 -5.58959 0.15 -1.83 0.35 -0.91
C -0.02859 -0.96502 -3.50759 0.53 0.83 1.23 0.71
O 0.20201 -0.08034 -2.61784 -0.69 -1.80 -1.50 -0.40
C -1.08955 -2.06803 -3.38049 0.03 0.86 0.03 -0.93
O -2.04904 -1.80692 -2.36957 0.79 -0.61 0.23 -0.26
C -3.09369 -0.88496 -2.57460 -0.34 0.45 -1.69 -0.63
C -2.69077 0.59109 -2.49147 0.79 0.08 0.90 0.63
O -2.09071 0.92111 -1.44785 -1.24 0.77 -1.11 -0.68
N -3.05879 1.47607 -3.44245 0.35 0.96 1.00 0.19
C -2.96886 2.92130 -3.16485 1.00 -0.44 -0.03 -1.05
C -3.47396 1.18093 -4.77670 -0.47 -1.09 -1.13 -1.03
H 2.55522 -0.24901 -4.20971 0.06 0.57 -0.19 0.35
H 1.33532 1.01896 -4.43060 -0.28 -0.12 0.14 0.24
H 1.98402 0.16223 -5.83501 -0.34 -0.25 0.22 0.40
H -0.29193 -2.31652 -5.98431 0.24 0.44 -0.02 0.32
H 1.09069 -3.00434 -5.14096 -0.27 0.46 -0.16 0.34
H 1.39771 -1.85900 -6.39440 -0.21 0.36 -0.11 0.31
H -0.51613 -2.99460 -3.17104 -0.70 0.30 0.27 0.33
H -1.54100 -2.18562 -4.37156 -0.28 -0.08 0.17 0.49
H -3.78106 -0.98921 -1.72284 0.12 -0.29 -0.41 0.22
H -3.60320 -1.05567 -3.55651 0.19 -0.28 0.84 0.35
H -3.01733 3.07462 -2.09875 -0.05 0.13 0.25 0.29
H -3.77453 3.42983 -3.68124 -0.13 0.02 0.08 0.45
H -2.00447 3.31034 -3.53347 -0.33 -0.03 0.14 0.31
H -4.35880 0.56615 -4.74114 -0.36 -0.42 -0.23 0.44
H -2.71993 0.65877 -5.39674 -0.15 0.30 0.39 0.28
H -3.79334 2.07306 -5.31991 0.36 0.02 0.32 0.34
N -0.82941 -0.44000 1.30828 -0.98 -0.54 0.04 -1.00
P 0.43325 -0.01062 2.16850 1.29 0.97 0.97 -1.08
N 1.71029 -1.09196 1.93072 -0.06 -0.42 0.35 1.31
C 2.85610 -1.37410 2.84238 -0.04 0.00 -0.59 -0.89
C 2.93482 -2.87763 3.22932 1.11 0.80 0.31 -0.62
C 2.66202 -3.89681 2.12443 -0.06 0.00 -0.40 -0.80
C 1.59298 -3.47766 1.10073 -0.81 0.01 0.68 -0.68
C 1.75213 -2.00686 0.77107 -0.22 0.81 -0.69 0.57
N 0.90879 1.56008 1.79614 -0.18 0.15 -0.18 1.18
C 2.29748 1.99608 1.85696 0.35 0.48 0.23 -0.93
C 2.80541 2.34704 0.45170 0.14 -2.73 -0.51 -0.51
C 1.89018 3.18406 -0.42238 0.00 -0.06 -0.29 -1.08
C 0.40063 2.85542 -0.33514 0.22 -0.63 0.91 0.38
C 0.04157 2.58127 1.12601 -0.16 -0.59 0.56 -1.40
N 0.03104 -0.06428 3.78332 -0.08 -0.48 -0.67 0.48
C -0.09632 1.02164 4.76885 1.12 -0.43 -1.08 -0.75
C -1.47582 1.65641 4.68586 -0.89 0.81 1.06 -0.59
C -2.52117 0.76676 3.98127 0.17 -0.76 -0.60 -0.40
C -2.34626 -0.76207 4.26327 -1.34 0.63 -0.35 -0.78
C -0.90366 -1.17671 4.07834 1.09 -0.45 0.63 -0.71
H 2.75717 -0.84484 3.79033 -0.15 0.32 -0.21 0.32
H 3.79522 -0.99447 2.33386 -0.85 -0.57 0.47 0.44
H 2.24863 -3.02182 4.06773 -0.01 -0.06 -0.09 0.33
H 3.98884 -2.98448 3.63206 -1.19 -0.25 -0.30 0.33
H 2.37920 -4.83919 2.57507 -0.05 -0.25 0.15 0.36
H 3.57216 -4.10710 1.57180 0.31 0.10 -0.09 0.31
H 0.56207 -3.68099 1.46028 0.49 0.31 0.14 0.24
H 1.65177 -4.07495 0.18439 0.31 0.12 0.06 0.42
H 0.95905 -1.67076 0.06011 0.43 -0.42 0.25 -0.73
H 2.70107 -1.87801 0.22439 -0.04 0.18 0.23 0.45
H 2.88023 1.17539 2.28967 0.12 0.27 -0.20 0.33
H 2.46330 2.87954 2.53350 -0.57 -0.61 -0.35 0.38
H 2.99322 1.33990 -0.05312 -0.39 1.01 0.42 0.08
H 3.79174 2.76733 0.51481 0.45 0.51 0.08 0.51
H 2.19809 3.07237 -1.46178 0.20 0.15 -0.03 0.35
H 2.07823 4.21000 -0.14190 -0.27 0.58 -0.01 0.39
H 0.08407 2.02319 -0.95927 0.39 -0.30 -0.04 -0.20
H -0.20422 3.66591 -0.70045 -0.21 0.66 -0.03 0.51
H -1.00115 2.32128 1.28623 -0.14 -0.28 -0.28 0.25
H 0.16812 3.50049 1.68289 0.22 0.40 0.30 0.69
H 0.72366 1.73563 4.59747 -0.37 -0.06 0.01 0.28
H 0.15066 0.52020 5.71540 -0.48 0.38 0.07 0.51
H -1.47649 2.65584 4.18689 0.28 -0.74 0.28 0.28
H -1.76524 1.86147 5.74889 -0.13 -0.10 -0.83 0.38
H -2.48635 0.90467 2.88543 0.47 -0.08 0.34 -0.18
H -3.53627 1.07699 4.19051 -0.20 0.11 0.54 0.59
H -3.01976 -1.35681 3.58789 0.65 0.67 0.44 0.37
H -2.69544 -1.00768 5.27615 0.21 0.21 -0.12 0.31
H -0.80427 -1.93282 3.31767 -0.01 -0.12 -0.48 0.13
H -0.53560 -1.68013 4.97680 0.04 0.14 0.20 0.67